# 1
Here is 2 unconnected molecules or ions with the total composition C5H11NO in a non-equilibrium geometry from the Open Molecules 2025 dataset. Energies are from ωB97M-V with the def2-TZVPD basis set.

Results
- relative energy (zero: lowest compared OMol25 entry of this formula, charge and spin) (kcal per mole) = 27.1
- DFT total energy (eV) = -8892.159
- frontier orbital gap (spin up / spin down) (eV) = 9.16 / 7.18
- spin multiplicity = 2
- total charge = +1

Cartesian coordinates (Å):
N: -2.100 -0.359 -0.722
C: -0.745 -0.202 -0.559
C: -0.122 0.128 0.623
C: 1.283 0.215 0.746
C: 1.932 0.230 1.937
C: 3.386 0.099 2.028
H: -2.516 0.176 -1.485
H: -2.655 -0.393 0.112
H: -0.088 -0.472 -1.371
H: -0.686 0.333 1.528
H: 1.917 0.193 -0.152
H: 1.381 0.206 2.861
H: 3.799 -0.804 1.527
H: 3.842 0.799 1.295
H: 3.836 0.090 3.003
H: -4.356 -0.335 -3.086
H: -3.601 0.132 -4.295
O: -4.508 -0.036 -3.989

# 2
Here is C4H7NO in the gas phase from the Open Molecules 2025 dataset. Energies are from ωB97M-V with the def2-TZVPD basis set.

Results
- relative energy (zero: lowest compared OMol25 entry of this formula, charge and spin) (kcal per mole) = 37.6
- DFT total energy (eV) = -7798.015
- frontier orbital gap (eV) = 10.92

Cartesian coordinates (Å):
C: 1.887 -0.232 0.517
C: 0.568 0.467 0.298
O: 0.278 1.503 0.866
C: -0.399 -0.164 -0.656
C: -1.768 -0.387 -0.103
N: -1.527 0.646 -1.087
H: 1.798 -1.314 0.385
H: 2.265 -0.001 1.515
H: 2.612 0.135 -0.218
H: 0.004 -0.860 -1.389
H: -1.930 -0.095 0.932
H: -2.343 -1.243 -0.446
H: -1.446 1.547 -0.614

# 3
Here is C5H10O2S in the gas phase in a non-equilibrium geometry from the Open Molecules 2025 dataset. Energies are from ωB97M-V with the def2-TZVPD basis set.

Results
- relative energy (zero: lowest compared OMol25 entry of this formula, charge and spin) (kcal per mole) = 48.4
- DFT total energy (eV) = -20275.593
- frontier orbital gap (eV) = 9.64

Cartesian coordinates (Å):
C: 0.132 0.563 1.485
C: -0.125 0.186 0.076
C: 1.046 0.400 -0.833
S: 2.596 -0.293 -0.155
C: -1.274 1.012 -0.582
O: -2.452 0.388 -0.062
C: -2.161 -0.964 -0.087
O: -0.629 -1.179 0.128
H: 0.748 -0.114 2.083
H: -0.756 0.527 2.062
H: 0.663 1.589 1.609
H: 1.315 1.474 -0.855
H: 0.855 -0.032 -1.833
H: 2.197 0.277 1.090
H: -1.261 0.899 -1.736
H: -1.365 2.083 -0.342
H: -2.619 -1.605 0.682
H: -2.365 -1.261 -1.162

# 4
Here is 14 unconnected molecules or ions with the total composition C40H115N7O14 in a non-equilibrium geometry from the Open Molecules 2025 dataset. Energies are from ωB97M-V with the def2-TZVPD basis set.

Results
- relative energy (zero: lowest compared OMol25 entry of this formula, charge and spin) (kcal per mole) = 52.9
- DFT total energy (eV) = -82431.889
- frontier orbital gap (eV) = 9.18

Cartesian coordinates (Å):
O: -4.279 0.851 0.332
H: -4.629 0.214 0.955
H: -4.906 1.574 0.350
C: -2.055 -4.611 2.190
C: -1.687 -6.081 1.836
O: -1.862 -6.876 3.052
H: -2.073 -4.028 1.269
H: -1.262 -4.207 2.818
H: -3.003 -4.580 2.727
H: -0.700 -6.246 1.404
H: -2.387 -6.516 1.122
H: -1.599 -7.773 2.835
C: 2.948 -1.563 -6.296
C: 1.798 -1.614 -7.293
O: 1.521 -0.273 -7.774
H: 3.225 -2.530 -5.877
H: 2.704 -0.968 -5.416
H: 3.922 -1.276 -6.693
H: 0.883 -1.892 -6.771
H: 2.059 -2.359 -8.046
H: 1.883 -0.191 -8.660
C: 5.141 -1.261 -3.403
C: 6.105 -1.420 -4.569
O: 6.147 -2.810 -4.752
H: 4.162 -1.653 -3.679
H: 5.021 -0.193 -3.225
H: 5.466 -1.765 -2.493
H: 7.114 -1.021 -4.459
H: 5.851 -0.946 -5.516
H: 6.863 -3.074 -5.336
C: 2.811 2.251 4.949
C: 1.576 1.339 5.199
O: 0.971 0.890 3.982
H: 3.696 1.652 4.733
H: 3.133 2.845 5.805
H: 2.599 2.928 4.121
H: 0.752 1.867 5.679
H: 1.737 0.449 5.808
H: 0.693 1.621 3.426
C: -5.546 -2.229 1.960
C: -4.502 -1.394 2.676
O: -5.042 -0.101 2.706
H: -5.916 -1.743 1.057
H: -6.429 -2.251 2.599
H: -5.208 -3.245 1.756
H: -3.580 -1.395 2.095
H: -4.246 -1.755 3.672
H: -4.400 0.421 3.192
C: -0.060 -6.092 -1.875
C: 0.558 -4.683 -1.862
O: -0.371 -3.682 -1.381
H: -0.817 -6.269 -2.639
H: -0.707 -6.233 -1.009
H: 0.686 -6.886 -1.911
H: 1.034 -4.515 -2.828
H: 1.333 -4.765 -1.100
H: 0.076 -2.835 -1.435
C: 0.923 -6.799 4.342
C: 1.350 -5.414 3.888
C: 1.446 -4.436 5.076
O: 2.178 -3.297 4.816
C: 1.424 -2.315 4.133
N: 2.644 -5.635 3.340
H: -0.093 -6.883 4.727
H: 1.576 -7.244 5.092
H: 0.926 -7.420 3.446
H: 0.805 -4.980 3.050
H: 1.892 -4.907 5.951
H: 0.423 -4.210 5.376
H: 2.068 -1.435 4.146
H: 0.410 -2.142 4.493
H: 1.368 -2.593 3.081
H: 3.188 -4.851 3.009
H: 3.176 -5.850 4.170
C: -6.363 3.140 6.423
C: -5.811 2.432 5.127
C: -4.311 1.979 5.332
O: -3.628 1.790 4.043
C: -3.246 3.040 3.441
N: -6.714 1.391 4.876
H: -6.251 2.608 7.368
H: -7.412 3.391 6.261
H: -5.857 4.084 6.627
H: -5.930 3.250 4.416
H: -4.291 1.052 5.905
H: -3.749 2.644 5.989
H: -2.225 3.351 3.664
H: -3.950 3.845 3.653
H: -3.523 3.144 2.392
H: -6.506 0.751 4.122
H: -6.795 0.789 5.683
C: 2.169 3.933 0.866
C: 0.967 4.375 1.674
C: -0.147 5.025 0.843
O: -1.346 5.217 1.645
C: -2.601 5.144 0.963
N: 0.396 3.202 2.309
H: 1.821 3.436 -0.040
H: 2.812 3.310 1.489
H: 2.782 4.767 0.523
H: 1.372 5.029 2.447
H: -0.485 4.452 -0.021
H: 0.218 5.949 0.395
H: -2.799 4.166 0.526
H: -2.563 5.857 0.139
H: -3.490 5.407 1.536
H: 0.021 2.556 1.629
H: -0.407 3.610 2.765
C: 3.188 3.146 -7.046
C: 2.416 2.546 -5.878
C: 2.592 3.220 -4.559
O: 3.571 2.512 -3.814
C: 3.896 3.133 -2.628
N: 1.045 2.434 -6.329
H: 4.229 3.099 -6.725
H: 2.946 4.195 -7.217
H: 2.963 2.580 -7.950
H: 2.788 1.529 -5.751
H: 1.614 3.218 -4.079
H: 2.847 4.256 -4.781
H: 4.398 4.092 -2.755
H: 4.639 2.593 -2.040
H: 2.988 3.319 -2.054
H: 0.684 1.991 -5.497
H: 0.772 1.744 -7.015
C: -2.019 3.965 -4.579
C: -2.985 4.058 -3.443
C: -4.303 4.803 -3.909
O: -5.112 4.811 -2.741
C: -6.199 5.725 -2.920
N: -3.265 2.711 -3.063
H: -2.410 3.494 -5.481
H: -1.131 3.436 -4.233
H: -1.551 4.892 -4.912
H: -2.455 4.541 -2.623
H: -4.816 4.364 -4.764
H: -3.855 5.791 -4.019
H: -6.830 5.260 -3.677
H: -5.834 6.708 -3.219
H: -6.812 5.789 -2.021
H: -3.587 2.073 -3.776
H: -4.070 2.767 -2.455
C: -0.539 -0.884 0.983
C: -0.530 0.394 0.113
C: -0.943 0.024 -1.316
O: 0.071 -0.702 -1.926
C: 0.884 0.081 -2.752
N: -1.372 1.428 0.683
H: -0.313 -1.867 0.570
H: -1.456 -1.086 1.536
H: 0.228 -0.663 1.725
H: 0.452 0.843 0.264
H: -1.401 0.807 -1.922
H: -1.783 -0.644 -1.128
H: 1.581 -0.649 -3.164
H: 1.559 0.743 -2.209
H: 0.484 0.677 -3.572
H: -1.651 2.009 -0.095
H: -2.189 0.911 0.974
C: 5.072 -3.334 2.177
C: 4.580 -3.855 0.906
C: 3.505 -2.913 0.365
O: 4.072 -1.666 -0.085
C: 3.161 -0.559 0.054
N: 5.685 -3.903 -0.015
H: 4.196 -3.073 2.770
H: 5.548 -2.357 2.089
H: 5.681 -3.938 2.849
H: 4.186 -4.846 1.131
H: 2.834 -2.722 1.203
H: 3.115 -3.463 -0.491
H: 3.589 0.378 -0.300
H: 2.866 -0.279 1.065
H: 2.199 -0.867 -0.355
H: 5.633 -4.572 -0.770
H: 5.586 -3.053 -0.553

# 5
Here is C18H21NO6S in the gas phase from the Open Molecules 2025 dataset. Energies are from ωB97M-V with the def2-TZVPD basis set.

Results
- relative energy (zero: lowest compared OMol25 entry of this formula, charge and spin) (kcal per mole) = 14.1
- DFT total energy (eV) = -43615.693
- frontier orbital gap (eV) = 8.83

Cartesian coordinates (Å):
C: -1.886 -2.248 2.798
O: -0.520 -2.061 2.512
C: -0.081 -0.801 2.201
C: -0.910 0.305 2.079
C: -0.398 1.546 1.742
C: 0.956 1.718 1.512
C: 1.514 3.060 1.133
C: 1.435 3.286 -0.384
N: 0.066 3.291 -0.840
S: -0.302 2.512 -2.269
O: 0.858 2.451 -3.113
O: -1.493 3.140 -2.764
C: -0.688 0.873 -1.689
C: -1.967 0.604 -1.241
C: -2.273 -0.671 -0.808
C: -1.300 -1.665 -0.806
C: 0.006 -1.369 -1.222
C: 0.297 -0.090 -1.679
O: 0.999 -2.300 -1.206
C: 0.693 -3.437 -0.423
C: -0.721 -3.919 -0.734
O: -1.664 -2.919 -0.404
C: 1.787 0.613 1.628
C: 1.299 -0.635 1.981
O: 2.209 -1.666 2.039
C: 2.232 -2.445 3.220
H: -2.207 -1.628 3.641
H: -2.509 -2.040 1.924
H: -1.985 -3.299 3.066
H: -1.971 0.206 2.239
H: -1.069 2.387 1.656
H: 2.560 3.129 1.436
H: 0.952 3.849 1.635
H: 1.949 4.220 -0.645
H: 1.930 2.469 -0.910
H: -0.427 4.163 -0.742
H: -2.706 1.387 -1.269
H: -3.269 -0.929 -0.482
H: 1.286 0.136 -2.041
H: 1.436 -4.193 -0.677
H: 0.769 -3.185 0.641
H: -0.983 -4.796 -0.140
H: -0.798 -4.160 -1.803
H: 2.848 0.701 1.455
H: 2.363 -1.811 4.102
H: 3.093 -3.103 3.116
H: 1.325 -3.041 3.339

# 6
Here is a molecular structure, C16H34BCrNP2 in a non-equilibrium geometry from the Open Molecules 2025 dataset. Energies are from ωB97M-V with the def2-TZVPD basis set.

Results
- relative energy (zero: lowest compared OMol25 entry of this formula, charge and spin) (kcal per mole) = 0.0
- DFT total energy (eV) = -66303.299
- frontier orbital gap (spin up / spin down) (eV) = 4.93 / 6.86
- spin multiplicity = 5

Cartesian coordinates (Å):
P: -0.018 -1.385 -0.359
P: 0.221 1.214 -2.260
C: -0.622 -1.389 -2.115
C: 0.180 -0.432 -2.985
H: -1.687 -1.124 -2.109
H: -0.545 -2.407 -2.521
H: 1.207 -0.769 -3.147
H: -0.293 -0.314 -3.967
C: -1.442 1.950 -2.306
H: -1.541 2.777 -1.588
H: -2.214 1.196 -2.110
H: -1.617 2.364 -3.310
C: 1.139 2.280 -3.402
H: 0.563 2.415 -4.325
H: 2.108 1.832 -3.653
H: 1.306 3.264 -2.948
C: -2.459 -4.003 -1.079
H: -3.034 -4.845 -0.644
H: -1.755 -4.395 -1.840
H: -3.144 -3.284 -1.564
C: 1.660 -2.099 -0.526
H: 2.454 -1.357 -0.647
H: 1.675 -2.786 -1.380
H: 1.845 -2.687 0.376
Cr: -1.346 -2.955 0.330
C: 1.568 2.460 2.471
C: 0.238 2.566 2.563
C: -0.769 2.462 1.441
C: -0.874 1.078 0.776
C: 0.452 0.489 0.329
C: 1.244 1.257 -0.710
C: 1.789 2.586 -0.160
C: 2.433 2.398 1.234
C: -0.045 -4.084 1.421
H: 2.139 2.453 3.403
H: -0.202 2.813 3.537
H: -0.555 3.217 0.671
H: -1.756 2.715 1.858
H: -1.360 0.387 1.470
H: -1.566 1.155 -0.070
H: 1.058 0.193 1.197
H: 2.139 0.657 -0.962
H: 1.033 3.371 -0.095
H: 2.547 2.967 -0.854
H: 2.945 1.422 1.258
H: 3.212 3.182 1.318
H: 0.730 -3.505 1.949
H: 0.413 -4.896 0.830
H: -0.737 -4.529 2.166
B: -1.376 -0.713 4.271
C: -1.590 -1.514 3.009
N: -1.770 -2.115 2.015
H: -2.151 0.227 4.231
H: -0.218 -0.326 4.290
H: -1.613 -1.434 5.221